Record 1
Below is a structure of composition C68H63N5O5PbS4Sb, with properties calculated with the ωB97M-V functional and the def2-TZVPD basis.

Last column: Mulliken charge in e.
Element x y z (Å)
C 3.348 0.457 0.649  0.2676
C 0.091 -4.111 2.507  1.2297
C -5.241 -0.703 0.206  -0.3593
H -1.300 -3.775 4.116  0.1281
C -4.581 -5.608 -1.198  -0.7321
H 3.548 3.222 7.110  0.4737
O -1.710 1.328 -1.370  -0.0350
C 3.079 0.305 -0.749  -0.7811
C 0.974 2.735 7.818  -1.9806
C -2.336 -4.964 -0.271  -0.7343
H -2.563 -5.754 0.445  0.4988
C 2.814 5.085 2.224  -1.1443
C 2.071 1.102 6.305  -1.9728
S -2.916 3.546 2.578  -0.4337
C 0.439 -5.903 -4.553  -0.7007
H -4.124 4.982 -1.788  0.4409
N 4.510 1.123 1.044  0.2170
O 2.034 -6.850 4.865  -0.6898
H 2.578 0.917 5.358  0.2060
H 3.576 3.891 -3.174  0.3176
C 1.859 -4.444 0.840  -0.3389
C -1.539 3.542 3.630  1.4330
H 2.271 3.018 2.375  0.3701
O 3.575 -7.142 3.384  -0.6936
H 3.317 3.359 5.363  0.1650
H 2.934 -4.933 -2.485  0.4730
C 1.688 -5.894 -3.951  -0.8411
H 2.546 4.519 6.438  0.2992
C -3.134 -0.633 -4.253  1.0518
O 0.038 -3.036 0.380  1.5771
C -3.184 4.559 -1.463  -1.1400
C 0.605 -3.799 1.183  -0.9682
C 4.390 3.262 2.298  0.7235
H 3.128 0.180 -3.388  0.7100
H -1.388 -5.207 -0.759  0.1215
Pb -0.361 -0.175 0.438  2.1357
C 0.985 -4.046 -2.603  0.1308
H -6.341 -4.416 -3.831  0.4204
H 1.233 0.407 6.380  0.3956
H -0.964 2.255 -4.186  0.2507
C 0.285 3.986 -3.945  -0.2836
C -4.062 -0.472 -3.082  -0.6554
N -1.424 1.435 2.608  -0.0016
C -0.557 -4.998 -4.192  1.2223
C 5.430 4.185 2.209  -0.2720
C 1.566 4.439 -3.655  -0.8490
H 6.077 2.334 0.417  0.3619
H -5.944 -1.427 -0.195  0.4566
H -3.719 2.531 -1.966  0.3843
H -3.578 -2.002 -0.058  0.4179
C 5.392 1.595 0.003  -1.2407
C -1.014 4.731 -0.504  -1.1654
H 5.982 0.760 -0.396  0.4604
C -4.406 -3.731 -3.206  -0.2760
C -0.863 2.324 3.503  -2.2247
C 4.567 2.177 -1.122  -0.3612
H 1.785 5.420 2.237  0.4937
C -2.984 3.209 -1.569  -0.4297
H 2.773 0.878 7.110  0.4598
C -0.276 -4.047 -3.199  0.4101
C 0.565 2.906 5.357  0.5142
S 2.344 -0.224 1.861  -0.2225
N 3.792 1.080 -1.658  0.2085
H 5.667 1.596 2.706  0.4672
H -4.333 -3.018 -4.019  0.1581
H 4.334 1.468 -3.593  0.6468
C 2.827 3.470 6.326  -1.4996
H 1.773 5.502 -3.623  0.3636
Sb -1.607 -2.566 -2.345  -1.3244
H -2.172 -4.037 0.287  -0.2994
H 0.828 0.657 -3.673  0.2926
C 0.201 2.020 4.356  0.6092
H -1.630 5.435 4.660  0.3914
H -4.104 0.880 -5.415  0.3727
C -3.289 0.165 -5.385  -0.6391
H -0.671 -0.915 -7.236  0.4293
H 6.458 3.836 2.225  0.4272
H 0.205 4.872 6.173  0.3412
C -3.442 1.068 1.295  0.9648
H 5.207 2.580 -1.910  0.5540
H -3.557 0.091 -2.297  -0.4556
H -6.744 0.807 0.557  0.3301
C -2.929 -0.133 0.787  -0.0714
H -0.514 4.695 -4.128  0.3684
C -0.816 3.339 -0.605  -0.8170
N 2.544 -6.591 3.773  0.9944
C 3.854 5.997 2.125  -0.6960
H 3.950 1.281 3.011  0.1717
H 0.224 -6.632 -5.328  0.3734
C 1.918 -5.637 2.924  -0.8249
H -2.612 -5.639 -4.296  0.2670
C 1.966 -4.957 -2.971  -0.9562
C 0.753 -5.004 3.330  -0.2408
C 3.422 1.176 -3.060  -2.5759
H -6.504 -6.100 -2.010  0.3570
C 5.168 5.544 2.121  -0.7706
H -0.202 5.296 -0.068  0.4315
H -5.142 2.377 1.591  0.3627
H -4.650 -6.341 -0.402  0.3660
C -2.416 0.071 -6.458  -0.8279
S 1.967 -0.851 -1.339  0.1817
C -4.791 1.428 1.197  -0.6370
C -1.208 -1.638 -5.288  -0.4618
H 3.927 2.985 -0.737  0.1714
H -2.282 6.415 -0.835  0.3968
C -5.625 -5.473 -2.101  -0.8676
C -0.090 4.150 5.421  -0.4058
C -1.886 -5.087 -4.896  -1.3222
C -5.695 0.545 0.631  -1.1096
C 2.577 3.530 -3.393  -0.2634
H -4.981 0.044 -3.368  0.6792
S 0.592 2.566 -0.054  0.6612
H 0.052 2.158 7.901  0.4005
N -1.833 2.612 -1.184  0.8110
C -2.084 -1.555 -4.207  0.5844
H -2.307 -4.101 -5.084  0.0243
C -1.368 -0.836 -6.411  -0.8246
C 2.475 -5.332 1.660  -0.4178
C -2.523 1.887 2.100  0.2712
C -2.164 5.343 -0.926  -0.6133
C -1.154 -3.555 3.032  -0.9214
C 1.043 1.718 -3.696  -0.0972
H -0.375 -2.331 -5.251  0.4440
H 3.646 7.057 2.046  0.3569
C 3.083 3.729 2.313  1.0016
H -4.338 -1.427 -2.639  -0.3133
C -3.443 -4.809 -1.279  0.1909
H 0.740 3.780 8.024  0.3302
H 1.668 2.388 8.588  0.4741
H 0.355 -5.225 4.313  0.4795
H 2.437 -6.619 -4.248  0.3413
H 2.293 -4.173 -0.114  0.2983
C 4.650 1.775 2.339  -1.7040
H 3.405 -5.805 1.377  0.5135
H -1.771 -5.603 -5.851  0.4873
H 0.671 1.053 4.238  0.5861
C 0.031 2.624 -3.975  -0.0464
C 2.325 2.160 -3.399  0.8873
C -3.354 -3.858 -2.304  2.0801
O -2.006 -2.937 2.432  -0.3595
H 5.986 6.251 2.052  0.3552
H 1.205 -3.325 -1.826  -0.2679
C 1.603 2.553 6.428  2.2938
C -5.537 -4.530 -3.113  -0.9318
C -3.890 -1.017 0.284  -0.5231
C -1.124 4.482 4.566  -1.5013
H -2.548 0.712 -7.322  0.3460

Summary:
**Charge**: -2
**Lowest unoccupied orbital energy (alpha / beta)**: 0.1350 / 0.1350 hartree
**<S²>**: 0.76
**Spin multiplicity**: 2
**Relative energy (zero: lowest compared OMol25 entry of this formula, charge and spin)**: 15.65 kcal/mol



Record 2
Below is a cluster of 10 separate species, C69H128F24N9O20PS8 in total, with properties calculated with the ωB97M-V functional and the def2-TZVPD basis.

Last column: Mulliken charge in e.
Element x y z (Å)
C 2.217 6.591 -4.018  -1.8558
H 12.832 0.686 -3.295  0.3302
H -2.417 -2.294 7.973  0.3020
H -4.956 -4.877 4.171  -0.0912
H -4.636 2.552 -2.428  -0.2267
H -3.631 1.341 -0.003  -0.2173
H -1.070 -3.717 2.014  -0.5415
C -4.887 -1.399 7.056  -0.7383
H 1.032 5.712 -1.281  0.3701
H 3.221 -1.582 -1.072  -0.1433
C -1.671 3.516 -3.613  -1.7405
O -2.923 -1.583 -3.012  -0.5552
O 2.271 -6.091 -3.083  -0.5076
H -4.387 -2.376 4.643  0.1820
C 1.786 -7.195 -0.484  -2.1730
H -5.375 1.338 7.610  0.3724
H -10.632 2.300 0.156  0.3940
C -5.383 -3.819 6.649  -0.5992
C -1.151 -2.224 -0.596  0.1627
H -3.930 1.871 8.199  0.2615
H 0.420 -3.777 1.094  -0.6823
H 4.511 -1.361 -2.299  0.4772
H -3.779 0.506 2.984  -0.0451
H -1.924 5.638 -2.150  0.6494
H 4.165 -4.512 -3.594  0.5060
H 2.513 5.956 -3.182  0.2805
F 0.766 -1.180 -6.736  -0.1570
O 0.460 -1.127 4.239  -0.5782
C 11.892 -1.182 -2.765  -1.2608
O -1.216 -5.768 -0.773  -0.4511
H 3.659 -0.004 -1.861  0.4148
F -3.560 4.458 2.476  -0.2487
H 12.827 0.297 -1.499  0.3683
C -2.817 0.849 2.603  -0.6349
N -4.204 -2.726 6.605  0.2195
O -3.010 -1.823 1.905  0.8857
H 2.660 6.115 -4.892  0.4815
P 8.508 1.871 -1.267  0.5980
C 0.734 6.790 -4.035  1.5688
H 1.018 2.752 -3.340  0.4028
H -1.242 4.581 -1.068  0.2148
C -6.918 2.551 -4.211  -1.6553
O 0.008 -2.212 -3.691  -0.6003
H -8.388 0.424 -0.344  -0.4293
N 3.254 -6.646 -2.303  0.3478
F 2.597 -1.770 6.549  -0.2007
C -9.666 2.700 -0.155  -1.8158
C 9.008 3.374 1.059  -0.6245
H -1.092 2.211 0.910  0.3624
H 11.225 -1.720 -2.092  0.3104
H -5.318 4.206 -2.660  0.6986
H 5.309 -1.361 0.134  0.4106
C -6.511 0.946 -2.271  -0.2069
C 6.701 3.192 -3.265  -0.6333
O 2.017 0.715 4.755  -0.6354
N -3.278 -4.862 0.662  0.1677
C 5.593 -6.778 -0.545  -0.6948
C 7.061 1.150 -0.339  -0.6426
C -8.845 0.665 -1.304  -0.4587
H -2.941 -0.357 7.274  0.0528
H -5.654 -1.238 6.299  0.3509
O 1.264 2.312 6.919  -0.6455
C 4.997 -5.088 -3.190  -1.7425
H 9.091 2.318 1.316  0.4240
H 5.298 5.058 -4.943  0.4695
F 0.406 -2.023 6.919  -0.1523
H 4.474 0.185 0.279  0.5382
H 10.568 0.948 -0.364  0.3705
H 6.553 -7.453 -2.504  0.5224
H 10.928 4.942 3.627  0.3546
F 2.043 -0.567 -4.899  -0.1801
O -5.279 -6.306 0.632  -0.6965
H -5.627 -5.933 6.272  0.5679
H -7.605 -0.868 -2.000  0.7089
H 1.002 8.710 -5.186  0.4234
C 5.591 -7.335 -2.006  -1.4050
C -3.064 -4.044 4.660  0.9148
H -2.517 -3.971 7.377  0.4298
F -1.012 -6.072 2.367  -0.1709
C 0.340 7.279 -2.516  -1.2005
H -5.717 0.447 -2.827  -0.5727
C -4.562 -1.340 -5.204  0.3948
F -0.621 -7.876 1.264  -0.2084
H 5.365 -8.399 -1.948  0.4391
H 11.622 -1.291 -3.815  0.3266
H 10.738 4.758 1.005  0.4049
O -7.974 2.711 3.450  -0.6888
H -0.601 8.188 -5.303  0.4023
H -10.784 3.324 -2.416  0.4407
H 4.191 4.085 -3.854  0.1756
F -5.627 -0.646 -4.853  -0.1476
O -3.340 0.683 -3.662  -0.4916
H 3.811 -4.287 -0.476  0.2818
F -4.734 -2.633 -4.986  -0.1886
H -9.657 -0.056 -1.208  0.6729
O -0.487 0.243 -3.410  -0.4234
H 10.210 3.593 -0.943  0.4907
O -4.893 -4.809 -1.256  -0.6736
H -0.365 -2.662 -1.212  0.4342
F -5.280 -3.528 2.291  -0.2308
C 7.979 2.321 -3.006  -1.3658
H 1.739 -8.284 -0.470  0.4614
C -5.637 -3.680 1.060  0.3938
O -6.424 5.066 2.809  -0.6378
F -4.345 -1.126 -6.466  -0.2177
H 4.050 -6.680 1.066  0.4644
H 6.016 -5.794 -0.341  0.3295
H -0.288 0.568 -0.889  -0.6427
C -3.499 -2.747 5.155  -0.9443
H 8.468 4.196 -0.854  0.5155
O -8.211 4.323 -2.266  -0.2930
H -1.312 -1.264 -1.087  -0.6235
C 4.574 -7.394 -4.203  -2.0238
H -7.867 3.033 -4.447  0.4126
H 1.404 -0.962 0.045  -0.6234
C 4.639 -6.602 -2.966  1.7704
C -1.558 -6.968 1.629  0.5856
H 0.978 1.276 -0.197  0.6524
H 0.653 3.031 -1.757  0.0557
H -3.612 -0.322 -0.468  0.1510
N -1.676 -0.917 -5.234  -0.6773
C -0.257 -3.106 1.621  -0.0998
C 9.200 3.445 -0.559  -1.1579
C -4.816 -5.208 6.211  -1.1095
C 0.724 3.581 -2.696  -1.5117
O -6.769 5.332 0.398  -0.6155
H 6.599 3.043 -5.422  0.3612
H 2.362 -4.582 0.313  0.4064
C 5.934 2.963 -4.562  -0.7309
H -3.781 -6.107 4.484  0.5723
C -0.559 -1.843 0.758  2.1856
S -6.704 2.343 2.832  0.4392
H 4.361 3.977 -5.652  0.5537
F -5.552 -2.611 0.399  -0.0723
H -3.665 -3.231 8.565  0.3708
F 0.591 0.816 -6.113  -0.2267
F -8.078 0.072 2.004  -0.2633
H 7.319 0.580 0.553  0.5357
H 4.161 -6.877 -5.069  0.4159
H -6.019 -3.478 5.831  0.4316
H 6.009 0.702 -2.053  -0.0374
H 1.108 7.995 -2.221  0.4548
C 4.879 4.081 -4.699  -1.3103
S 0.879 -0.094 5.184  0.7423
H 0.351 -2.769 2.461  0.5363
H -8.261 0.080 -3.313  0.3297
H -2.658 3.959 -3.482  0.5294
F -3.744 3.847 0.387  -0.0089
H 3.974 -8.086 0.186  0.4905
H -1.994 -2.905 -0.477  -0.2771
C -5.449 3.235 -2.182  -0.7564
H -4.002 0.274 6.094  -0.3305
H 0.977 -7.016 -1.193  0.4537
H 5.009 -4.416 -2.331  0.2378
H -0.426 1.260 2.088  0.3928
H 10.053 3.418 3.794  0.3478
H 0.628 7.413 -6.178  0.4590
H 0.957 -0.562 1.680  0.2125
C 0.184 0.588 0.093  0.3302
H -5.349 -1.472 8.040  0.5304
F -2.518 -7.653 2.310  -0.2647
H 5.422 2.009 -4.687  0.4233
C 5.001 -0.470 -0.415  -0.5624
H -11.135 1.638 -2.226  0.4197
C 0.823 -0.451 -5.667  0.3080
H -6.183 3.203 -4.683  0.3638
C -10.339 2.332 -2.495  -1.7982
C 0.068 6.201 -1.426  -0.7555
H -10.041 2.194 -3.535  0.3685
C 12.299 0.246 -2.452  -0.5103
F -6.975 -3.973 1.130  -0.2825
S -0.463 -0.885 -4.319  1.1136
H -2.702 -2.008 5.065  0.5779
F -5.914 -0.204 1.921  0.0084
H 6.931 -0.640 -1.608  0.4456
H -2.057 -4.367 4.924  0.6287
C 2.866 -4.810 -0.626  -1.7245
C 10.605 4.047 3.095  -1.2578
C -0.952 5.208 -1.911  -1.2775
H -2.357 0.753 -0.899  -0.7456
S 0.083 2.228 6.028  0.8020
H 10.561 1.091 -3.407  0.3722
H -6.122 0.921 -1.253  0.0241
F -2.327 2.805 6.179  -0.1494
H -4.721 0.554 9.099  0.3773
H -0.584 7.833 -2.679  0.4371
H -3.158 1.873 2.446  -0.3767
H 2.339 -4.204 -1.362  0.5207
C 3.016 -6.361 -0.878  1.7995
H 12.750 -1.854 -2.751  0.3989
H 7.628 1.389 -3.450  0.6053
O 0.124 2.979 4.778  -0.6575
C -6.714 2.452 -2.705  1.9132
C 0.408 7.796 -5.181  -1.8664
C -3.996 -0.143 7.101  0.6520
C 11.016 1.117 -2.417  -0.6461
H -5.803 -3.817 7.655  0.4475
C -4.196 4.701 1.318  0.5440
C 0.546 -0.787 0.695  -0.5087
H 11.470 3.419 2.882  0.3272
C -4.137 -5.140 4.840  -0.4833
N -7.924 2.993 -1.935  1.4087
C 4.023 -0.934 -1.423  -1.1856
C -0.511 4.436 -3.127  2.3237
F 1.397 -0.376 7.882  -0.2166
N -1.806 -1.175 1.487  0.4438
F -1.354 2.504 8.184  -0.2344
H -8.957 2.710 0.672  0.3233
H -6.976 1.546 -4.628  0.2878
C -6.931 0.334 2.665  0.3345
C -2.204 0.293 1.267  1.9272
H 8.789 2.752 -3.595  0.6542
C -1.274 3.093 6.991  0.6025
C 6.318 0.146 -1.169  -0.6242
H -4.186 -5.735 6.927  0.3637
H 6.310 -7.433 -0.049  0.4464
H 5.559 -7.476 -4.663  0.4288
H -2.861 -3.797 3.618  -0.9773
H 1.620 4.189 -2.575  0.1399
N -0.477 0.822 5.782  -0.0867
F -6.908 -0.356 3.793  -0.1493
H 6.366 1.957 -0.106  0.5714
H 9.365 5.334 1.692  0.4301
H -1.768 2.696 -2.903  -0.0804
C 1.386 -1.160 6.736  0.4893
H -0.116 6.773 -0.516  0.3882
F -3.915 5.947 1.008  -0.2362
S -6.202 4.507 1.478  1.0022
H 7.044 4.225 -3.332  0.4683
C -2.983 0.466 -0.054  0.3763
C -7.901 0.141 -2.286  -1.2254
C -0.875 1.159 1.099  -1.9029
S -2.408 -6.196 0.009  0.6198
N -0.125 5.463 -4.278  0.6682
C -3.093 -3.086 7.648  -0.9794
H 1.513 -6.850 0.514  0.3965
S -4.618 -5.092 0.131  0.8030
H -1.649 3.188 -4.653  0.6045
H -5.289 3.244 -1.103  -0.3883
H 4.083 -8.352 -4.032  0.4279
C 9.956 4.419 1.685  -0.6660
H 11.382 2.120 -2.195  0.2190
O -5.475 2.348 3.640  -0.1839
O -3.112 -7.317 -0.520  -0.5926
H 9.554 -0.213 -1.390  0.5587
C 4.150 -7.021 0.035  -1.4117
F -1.060 4.376 7.177  -0.1954
H 6.104 2.942 -2.389  0.3572
C -4.490 0.941 8.107  -1.4195
S -2.995 -0.669 -4.150  0.9041
C 10.043 0.757 -1.300  -0.5968
H -9.913 3.753 -0.292  0.5009
H 2.873 7.454 -4.138  0.5119
N -6.562 2.808 1.354  -0.0919
H 6.007 -5.153 -3.596  0.4473
C -9.151 2.176 -1.472  1.5775
O -0.129 5.008 -5.640  -0.2234
H 7.988 3.639 1.338  0.3743
H -2.048 0.907 3.373  0.2538

Summary:
**Charge**: +1
**Lowest unoccupied orbital energy (alpha / beta)**: -0.2590 / -0.2590 hartree
**<S²>**: 0.75
**Spin multiplicity**: 2



Question: Which formula does entry 2 have?
Answer: C69H128F24N9O20PS8



Question: What is the formula in the second record?
Answer: C69H128F24N9O20PS8